No. 1
An isolated molecule of H5N3S2. Source: the OMol25 dataset; level of theory: wB97M-V/def2-TZVPD.

The HOMO-LUMO gap is 0.331 Eh. The total charge is 0. As for the total energy: -963.55177 Eh. Its SMILES is NNSSN. Its HOMO energy is -8.31 eV. For the LUMO energy, the calculation gives 0.7 eV.

Each line ends with the natural charge from an NBO analysis.
Cartesian coordinates (Å):
1 N -0.75 1.64 -1.73  -0.662
2 N -0.47 0.64 -0.83  -0.585
3 S 0.64 1.14 0.43  0.179
4 S 1.98 -0.23 0.98  0.251
5 N 1.34 -1.16 2.33  -0.960
6 H 0.24 1.77 -2.02  0.357
7 H -1.21 2.51 -1.56  0.347
8 H -1.31 0.38 -0.36  0.356
9 H 1.16 -2.11 2.24  0.366
10 H 2.01 -1.11 2.99  0.353


No. 2
A structure of composition C34H45BiN4OTe. Source: the OMol25 dataset; level of theory: wB97M-V/def2-TZVPD.

The HOMO-LUMO gap (alpha / beta) is 0.266 / 0.204 Eh. The total charge is +1. As for the total energy: -2099.17292 Eh. Its multiplicity is 2. Its expectation value of S² is 0.77. Its HOMO energy (alpha / beta) is -9.99 / -9.99 eV. For the LUMO energy (alpha / beta), the calculation gives -2.7 / -4.4 eV.

Each line ends with the Löwdin charge.
Cartesian coordinates (Å):
1 Bi 1.43 0.51 -1.55  1.677
2 C 1.20 4.37 -2.42  -0.119
3 C 2.34 5.05 -1.80  -0.057
4 C 2.19 4.96 -0.44  -0.116
5 C 1.00 4.30 -0.17  -0.045
6 C 0.38 3.90 -1.42  -0.135
7 H 0.99 4.39 -3.47  0.100
8 H 3.06 5.60 -2.36  0.102
9 H 2.76 5.40 0.35  0.099
10 H 0.58 4.11 0.80  0.087
11 H -0.56 3.39 -1.50  0.093
12 N 2.12 1.29 -3.75  -0.096
13 C 3.37 0.65 -4.19  -0.227
14 C 4.43 0.79 -3.12  -0.204
15 N 3.99 0.31 -1.81  -0.188
16 C 4.44 -1.05 -1.42  -0.191
17 C 3.50 -2.11 -1.99  -0.178
18 N 2.16 -1.82 -1.39  -0.087
19 H 1.29 0.89 -4.28  0.051
20 H 2.19 2.31 -3.76  0.072
21 H 3.68 1.10 -5.14  0.134
22 H 3.14 -0.38 -4.46  0.112
23 H 4.61 1.86 -3.02  0.130
24 H 5.36 0.33 -3.41  0.124
25 H 4.35 0.93 -1.09  0.114
26 H 4.45 -1.09 -0.35  0.119
27 H 5.43 -1.27 -1.73  0.118
28 H 3.83 -3.05 -1.65  0.109
29 H 3.48 -2.13 -3.08  0.121
30 H 2.09 -2.15 -0.42  0.041
31 H 1.38 -2.25 -1.89  0.083
32 C 0.00 -3.71 6.99  -0.056
33 C -0.19 -3.21 5.61  -0.255
34 C -1.42 -2.67 5.19  -0.004
35 C -1.61 -2.17 3.92  -0.325
36 C -2.95 -1.72 3.54  -0.071
37 C -0.54 -2.18 3.02  -0.408
38 Te -0.80 -1.48 1.00  1.400
39 N -0.14 -0.54 -2.31  -0.258
40 C -0.46 -0.64 -3.58  -0.645
41 O 0.25 -0.31 -4.57  -0.062
42 C -1.85 -1.10 -3.82  -0.168
43 C -2.40 -2.07 -2.95  -0.056
44 C -3.69 -2.53 -3.15  -0.098
45 C -4.44 -2.07 -4.18  -0.074
46 C -3.91 -1.10 -5.04  -0.064
47 C -2.61 -0.65 -4.88  -0.034
48 C -1.43 0.49 1.41  -0.443
49 C -0.72 1.37 2.23  -0.310
50 C 0.51 0.97 3.00  -0.052
51 C -1.20 2.68 2.32  -0.035
52 C -2.34 3.14 1.67  -0.270
53 C -2.89 4.55 1.81  -0.041
54 C -3.00 2.25 0.84  -0.022
55 C -2.62 0.91 0.71  -0.293
56 C -3.46 0.01 -0.14  -0.089
57 C 0.68 -2.77 3.35  -0.322
58 C 1.83 -3.01 2.40  -0.097
59 C 0.84 -3.24 4.66  -0.007
60 H -0.92 -4.15 7.42  0.094
61 H 0.38 -2.92 7.67  0.099
62 H 0.72 -4.51 6.98  0.070
63 H -2.22 -2.69 5.92  0.118
64 H -3.72 -2.11 4.24  0.102
65 H -3.16 -2.01 2.52  0.039
66 H -2.99 -0.63 3.55  0.087
67 H -1.79 -2.44 -2.14  0.079
68 H -4.02 -3.26 -2.44  0.103
69 H -5.45 -2.47 -4.33  0.111
70 H -4.46 -0.74 -5.88  0.099
71 H -2.15 0.07 -5.55  0.121
72 H 1.24 0.50 2.30  0.065
73 H 0.23 0.25 3.76  0.069
74 H 0.95 1.80 3.52  0.073
75 H -0.65 3.34 2.97  0.108
76 H -2.16 5.20 2.27  0.068
77 H -3.79 4.49 2.50  0.108
78 H -3.25 4.97 0.88  0.077
79 H -3.94 2.57 0.38  0.123
80 H -4.34 0.54 -0.50  0.087
81 H -3.80 -0.85 0.45  0.067
82 H -2.96 -0.41 -1.02  0.043
83 H 2.19 -2.05 2.05  0.051
84 H 1.54 -3.59 1.52  0.065
85 H 2.62 -3.56 2.88  0.072
86 H 1.76 -3.73 4.98  0.117


No. 3
A cluster of 3 separate species, C5H15N2 in total. Source: the OMol25 dataset; level of theory: wB97M-V/def2-TZVPD.

The HOMO-LUMO gap (alpha / beta) is 0.241 / 0.304 Eh. The total charge is +1. As for the total energy: -308.61916 Eh. Its HOMO energy (alpha / beta) is -11.89 / -12.54 eV. For the LUMO energy (alpha / beta), the calculation gives -5.3 / -4.3 eV.

Each line ends with the natural charge from an NBO analysis.
Cartesian coordinates (Å):
1 C -2.81 1.06 -0.54  -0.746
2 C -1.16 -1.65 0.51  -0.670
3 C -1.61 1.33 0.15  -0.042
4 C -0.08 -0.70 0.21  -0.286
5 C 0.92 -1.25 -0.67  0.167
6 N 3.10 1.17 0.57  -1.052
7 N 2.08 -0.69 -0.99  -0.680
8 H -3.49 1.86 -0.33  0.288
9 H -2.83 0.83 -1.64  0.249
10 H -3.37 0.28 -0.12  0.254
11 H -1.86 -1.60 -0.42  0.219
12 H -1.78 -1.54 1.31  0.236
13 H -0.82 -2.63 0.76  0.233
14 H -0.75 1.52 -0.28  0.188
15 H -1.60 1.18 1.24  0.202
16 H 0.51 -0.20 1.04  0.198
17 H 0.49 -2.05 -1.23  0.203
18 H 2.63 0.98 1.41  0.382
19 H 3.15 2.27 0.38  0.413
20 H 2.60 -1.23 -1.72  0.411
21 H 4.08 0.98 0.74  0.395
22 H 2.60 0.09 -0.38  0.438


No. 4
An isolated molecule of C23H22ClFN2O3S. Source: the OMol25 dataset; level of theory: wB97M-V/def2-TZVPD.

The HOMO-LUMO gap is 0.310 Eh. The total charge is 0. As for the total energy: -2183.09792 Eh. Its HOMO energy is -8.01 eV. For the LUMO energy, the calculation gives 0.4 eV.

Each line ends with the natural charge from an NBO analysis.
Cartesian coordinates (Å):
1 O 2.85 -1.25 -3.27  -0.622
2 C 2.16 -0.67 -2.45  0.635
3 N 1.86 -1.24 -1.25  -0.428
4 C 1.07 -0.71 -0.17  -0.235
5 H 0.82 0.33 -0.35  0.230
6 H 1.66 -0.77 0.75  0.196
7 C -0.21 -1.56 -0.02  -0.229
8 N 0.11 -2.95 0.20  -0.448
9 C 0.24 -3.44 1.49  0.174
10 C 0.24 -4.82 1.75  0.334
11 C 0.33 -5.35 3.02  -0.256
12 C 0.40 -4.50 4.11  -0.234
13 C 0.37 -3.13 3.90  -0.191
14 C 0.30 -2.61 2.62  -0.287
15 H 0.30 -1.54 2.51  0.211
16 H 0.41 -2.46 4.74  0.214
17 H 0.46 -4.91 5.11  0.218
18 H 0.32 -6.42 3.13  0.230
19 F 0.13 -5.70 0.72  -0.333
20 C 0.93 -3.47 -0.88  -0.222
21 H 1.20 -4.50 -0.70  0.233
22 C 2.21 -2.63 -1.03  -0.245
23 H 2.79 -2.97 -1.89  0.256
24 H 2.82 -2.71 -0.12  0.194
25 H 0.35 -3.41 -1.81  0.199
26 H -0.84 -1.18 0.78  0.216
27 H -0.77 -1.50 -0.96  0.204
28 C 1.67 0.68 -2.78  0.144
29 C 2.14 1.44 -3.82  -0.215
30 C 1.36 2.61 -3.85  -0.291
31 C 0.44 2.49 -2.85  0.264
32 C -0.61 3.42 -2.40  -0.647
33 H -1.43 2.92 -1.89  0.255
34 H -0.98 4.01 -3.23  0.258
35 S 0.08 4.71 -1.20  1.263
36 O -1.03 5.62 -0.95  -0.967
37 C 0.16 3.56 0.30  -0.611
38 C -1.21 3.22 0.74  -0.062
39 C -1.97 4.17 1.41  -0.164
40 C -3.28 3.91 1.77  -0.221
41 C -3.84 2.68 1.46  -0.056
42 C -3.10 1.72 0.79  -0.176
43 C -1.79 2.00 0.43  -0.226
44 H -1.22 1.25 -0.10  0.209
45 H -3.54 0.76 0.55  0.220
46 Cl -5.47 2.34 1.92  0.011
47 H -3.87 4.65 2.29  0.231
48 H -1.54 5.13 1.65  0.229
49 H 0.70 4.14 1.05  0.239
50 H 0.75 2.70 -0.01  0.233
51 O 0.63 1.33 -2.18  -0.420
52 H 1.45 3.43 -4.54  0.234
53 H 2.95 1.17 -4.47  0.249